(1)
C3H8OS2 | wB97M-V/def2-TZVPD

Cartesian coordinates (Å):
C1 2.7183 1.8522 -0.1912
S1 2.1725 -0.0034 -0.4538
S2 1.3056 -0.4840 1.3237
H1 1.9538 2.5331 -0.6293
H2 2.8307 1.9340 0.9007
H3 3.6678 1.9757 -0.7391
H4 1.2467 0.7868 1.7604
C2 -1.9207 -1.7957 -0.8387
C3 -1.9919 -0.7661 0.0616
O1 -3.1317 -0.6711 0.7723
H5 -1.5106 -1.5985 -1.8408
H6 -2.3157 -2.8185 -0.6412
H7 -1.2229 -0.0600 0.3173
H8 -3.8019 -0.8844 0.1983

Properties
HOMO   -0.2985 hartree
ΔE to the lowest compared entry with this formula, charge and spin   255.58 kJ/mol
Structure (SMILES)   C=CO.CSS
Energy   -990.613256 Ha
Orbital gap   0.320 hartree



(2)
C3H8OS2 | wB97M-V/def2-TZVPD

Cartesian coordinates (Å):
C1 3.4738 1.2663 -0.5783
S1 2.0853 0.6076 -1.5418
S2 0.4014 1.1705 -0.4325
H1 4.1026 0.4611 -0.2213
H2 3.9902 1.9519 -1.2458
H3 3.0539 1.8925 0.2074
H4 -0.3953 0.4192 -1.2203
O1 -2.1591 -2.6172 -0.2004
C2 -1.8635 -1.7309 0.5606
C3 -2.8241 -0.5841 0.8850
H5 -0.8465 -1.8158 0.9934
H6 -2.3721 -0.1080 1.7552
H7 -2.8321 0.0935 0.0350
H8 -3.8147 -1.0065 1.0040

Properties
HOMO   -0.3034 hartree
ΔE to the lowest compared entry with this formula, charge and spin   91.61 kJ/mol
Structure (SMILES)   CC=O.CSS
Energy   -990.675707 Ha
Orbital gap   0.317 hartree